Entry from OMol25: C45H42As2Cl3N4O11S2V as an isolated structure at a distorted geometry (ωB97M-V with the def2-TZVPD basis set).

```
! wB97M-V def2-TZVPD RIJCOSX def2/J DEFGRID3
* xyz 1 4
V -0.627 0.275 0.352
O 0.223 0.330 -1.825
S 1.540 0.282 -1.213
O 2.294 1.510 -1.213
N 1.155 -0.110 0.296
C 1.821 -0.272 1.459
C 3.152 -0.590 1.679
C 3.604 -0.769 2.989
C 2.782 -0.583 4.075
C 1.437 -0.198 3.893
C 0.527 0.091 4.935
C -0.759 0.459 4.608
C -1.156 0.524 3.270
N -0.335 0.246 2.265
C 0.950 -0.088 2.571
C 2.503 -1.049 -1.893
C 1.924 -2.294 -2.061
C 2.717 -3.352 -2.476
C 4.070 -3.154 -2.709
C 4.635 -1.899 -2.546
C 3.846 -0.838 -2.137
H 3.829 -0.701 0.845
H 4.628 -1.070 3.149
H 3.149 -0.730 5.080
H 0.857 0.018 5.960
H -1.486 0.672 5.375
H -2.172 0.795 3.001
H 0.870 -2.426 -1.869
H 2.286 -4.332 -2.608
H 4.688 -3.982 -3.017
H 5.687 -1.748 -2.725
H 4.244 0.156 -2.004
Cl -4.168 3.973 3.147
C -2.508 4.394 3.007
C -1.575 3.805 3.844
C -0.236 4.121 3.702
C 0.204 5.013 2.733
C 1.680 5.293 2.485
C 2.056 4.913 1.013
N 1.131 3.968 0.441
C 0.299 4.178 -0.622
C -0.539 3.103 -0.677
N -0.228 2.242 0.335
C 0.779 2.795 0.981
O 2.544 4.788 3.474
C 2.968 3.438 3.456
C 3.944 3.243 4.578
C 5.140 2.597 4.445
Cl 5.742 1.850 3.026
S 6.032 2.546 5.924
C 4.780 3.410 6.728
C 3.743 3.697 5.906
C -0.771 5.670 1.978
Cl -0.338 6.951 0.900
C -2.114 5.355 2.090
H -1.894 3.118 4.608
H 0.476 3.690 4.385
H 1.831 6.376 2.588
H 3.072 4.509 0.987
H 2.036 5.811 0.397
H 0.371 5.043 -1.249
H -1.332 2.891 -1.372
H 1.277 2.361 1.825
H 3.460 3.182 2.509
H 2.129 2.744 3.606
H 4.884 3.649 7.767
H 2.861 4.227 6.215
H -2.847 5.872 1.492
C -6.314 -1.346 3.380
O -5.835 -1.382 2.037
C -4.862 -0.562 1.690
O -4.365 0.274 2.427
C -4.416 -0.666 0.287
C -4.819 -1.638 -0.548
As -4.212 -1.978 -2.437
C -5.197 -0.420 -3.168
C -2.513 -1.225 -1.818
C -2.613 0.180 -1.698
As -2.993 0.749 0.091
C -4.210 2.313 -0.055
C -2.649 0.926 -2.919
O -2.481 0.461 -4.030
O -2.885 2.254 -2.708
C -2.967 3.048 -3.881
C -1.752 -1.944 -0.893
O -1.143 -1.382 0.075
O -1.510 -3.265 -0.936
C -1.868 -4.064 -2.042
C -5.477 -2.900 -0.083
O -4.736 -3.823 0.143
O -6.789 -3.037 -0.044
C -7.632 -1.964 -0.426
H -7.376 -1.577 3.332
H -6.152 -0.359 3.813
H -5.792 -2.103 3.966
H -6.255 -0.679 -3.213
H -4.855 -0.236 -4.184
H -5.073 0.483 -2.568
H -5.111 2.074 -0.628
H -3.684 3.150 -0.513
H -4.494 2.580 0.967
H -2.969 4.085 -3.555
H -3.895 2.824 -4.412
H -2.123 2.845 -4.543
H -1.230 -4.943 -1.967
H -1.684 -3.547 -2.993
H -2.918 -4.386 -1.989
H -8.588 -2.127 0.071
H -7.786 -1.987 -1.509
H -7.214 -1.000 -0.125
*
```

Energy (hartree): -10378.92201
⟨S²⟩: 3.775